31
Properties=species:S:1:pos:R:3 method="wB97M-V/def2-TZVPD" total_charge=0 de_lowest_kcal_mol=77.5 homo_lumo_gap_ha="0.267 / 0.242" total_energy_ev=-117141.58433 multiplicity=2 lumo_ev="-2.21 / -2.92" homo_ev="-9.470 / -9.503"
Br -1.02 -0.68 2.85
O 3.90 0.62 0.64
O 0.76 2.03 -0.52
O -0.70 -1.74 0.07
H -0.24 2.76 -2.19
H 0.72 2.87 -0.05
H 1.53 2.76 -2.33
H 1.58 0.29 -2.15
C 0.67 2.21 -1.93
F 2.24 -2.33 2.17
H 0.79 0.90 -3.61
C -0.43 -1.39 -2.36
C -1.77 0.62 -2.11
C -2.04 1.38 -0.78
O -2.57 2.45 -0.76
O 1.68 0.83 1.77
C 3.12 -1.34 2.25
F 4.34 -1.80 1.96
C -0.90 -2.22 -1.13
Ir -0.09 -0.09 0.75
C 0.70 0.82 -2.52
H -2.53 -0.16 -2.14
H -1.94 1.32 -2.94
O -1.74 0.70 0.29
O 1.90 -0.72 0.00
S 2.68 0.00 1.04
F 3.12 -0.84 3.47
H 0.59 -1.70 -2.60
O -1.38 -3.30 -1.30
H -1.10 -1.71 -3.16
N -0.47 0.02 -2.16

---

19
Properties=species:S:1:pos:R:3 method="wB97M-V/def2-TZVPD" total_charge=0 de_lowest_kcal_mol=206.9 homo_lumo_gap_ha=0.317 total_energy_ev=-9824.93608 lumo_ev=0.63 homo_ev=-7.983
H 2.67 -2.09 -0.95
H 3.40 -1.42 0.43
H -3.26 -0.09 -0.38
C 0.48 -0.38 0.22
N 1.74 -0.23 0.31
N -2.33 -0.21 -0.44
C 0.80 1.98 0.25
C -0.22 0.79 0.00
H -1.81 1.88 -0.57
C 2.89 -1.09 -0.32
C -1.40 0.90 -0.30
N -2.12 -1.45 0.36
H 3.42 0.03 -1.13
H -1.75 -1.27 1.43
H -1.44 -2.13 -0.07
H 0.05 2.79 0.78
H -0.26 -1.32 -0.25
H 1.66 1.44 0.90
H 1.05 2.20 -0.90